No. 1
The following is a DFT calculation (the ωB97M-V functional and the def2-TZVPD basis) of C33H57O17PbS6 as an isolated structure at a distorted geometry.

The net charge is -1. As for the HOMO energy: -3.87 eV. As for the calculated total energy: -140212.024 eV. As for the HOMO-LUMO gap: 5.664 eV.

Geometry (Å):
Pb  -6.94  -0.48  -13.82
C  -11.44  -1.98  -13.54
C  -10.67  -0.79  -12.92
C  -10.95  -0.74  -11.42
O  -9.34  -0.87  -13.22
H  -12.49  -1.70  -13.66
H  -11.39  -2.88  -12.91
H  -11.06  -2.23  -14.53
H  -11.12  0.13  -13.37
H  -12.02  -0.60  -11.20
H  -10.41  0.00  -10.83
H  -10.66  -1.70  -10.98
C  -4.19  -3.17  -16.62
C  -3.97  -4.57  -16.82
C  -4.66  -5.51  -15.78
O  -4.60  -6.73  -15.95
C  -5.46  -4.90  -14.77
C  -5.81  -3.56  -14.76
C  -5.05  -2.61  -15.69
O  -5.05  -1.36  -15.49
O  -6.67  -3.09  -13.95
O  -3.20  -5.04  -17.65
H  -3.61  -2.52  -17.27
H  -6.01  -5.56  -14.10
C  -2.17  2.15  -16.03
C  -3.13  1.25  -16.85
C  -4.53  1.72  -16.61
S  -4.61  2.37  -14.95
O  -5.06  1.32  -14.08
O  -5.25  3.66  -14.87
C  -2.83  2.53  -14.70
H  -2.02  3.11  -16.56
H  -1.18  1.74  -15.90
H  -2.95  0.26  -16.43
H  -2.78  1.17  -17.88
H  -5.27  0.92  -16.63
H  -4.90  2.48  -17.31
H  -2.56  1.81  -13.93
H  -2.54  3.52  -14.35
C  -9.50  -4.47  -10.83
C  -9.31  -4.00  -9.38
C  -8.48  -2.72  -9.34
S  -7.35  -2.88  -10.74
O  -6.19  -3.62  -10.29
O  -7.13  -1.61  -11.36
C  -8.38  -3.96  -11.72
H  -10.47  -4.14  -11.21
H  -9.61  -5.56  -10.90
H  -8.71  -4.71  -8.81
H  -10.26  -3.86  -8.87
H  -7.83  -2.54  -8.49
H  -9.02  -1.81  -9.61
H  -7.71  -4.58  -12.32
H  -8.79  -3.26  -12.47
C  -11.44  2.26  -15.14
C  -10.45  3.04  -14.25
C  -9.44  3.59  -15.24
S  -8.96  2.14  -16.16
O  -8.06  1.45  -15.28
O  -8.57  2.47  -17.51
C  -10.59  1.34  -16.01
H  -12.13  2.89  -15.69
H  -12.05  1.64  -14.48
H  -10.03  2.32  -13.54
H  -10.89  3.86  -13.68
H  -8.54  4.05  -14.82
H  -9.96  4.32  -15.86
H  -10.31  0.41  -15.51
H  -10.97  1.23  -17.02
C  -7.80  -3.72  -18.79
C  -8.04  -4.43  -17.45
C  -9.02  -3.55  -16.70
S  -8.69  -1.84  -17.18
O  -7.93  -1.24  -16.12
O  -9.89  -1.22  -17.68
C  -7.52  -2.27  -18.48
H  -8.68  -3.85  -19.43
H  -7.00  -4.20  -19.36
H  -7.08  -4.55  -16.94
H  -8.42  -5.44  -17.58
H  -8.98  -3.62  -15.61
H  -10.07  -3.73  -16.93
H  -6.55  -2.20  -17.98
H  -7.60  -1.55  -19.29
C  -2.83  -3.02  -9.97
C  -2.90  -1.81  -9.05
C  -3.92  -0.84  -9.65
S  -3.52  -0.87  -11.40
O  -2.37  -0.01  -11.60
O  -4.68  -0.78  -12.23
C  -2.95  -2.58  -11.41
H  -3.62  -3.72  -9.68
H  -1.95  -3.61  -9.68
H  -1.99  -1.22  -8.89
H  -3.18  -2.05  -8.02
H  -3.97  0.17  -9.26
H  -4.92  -1.28  -9.61
H  -2.05  -2.63  -12.02
H  -3.63  -3.21  -11.99
C  -8.72  4.17  -10.95
C  -7.31  4.78  -10.79
C  -6.26  3.74  -11.13
S  -6.98  2.16  -10.58
O  -6.42  1.70  -9.34
O  -6.97  1.29  -11.73
C  -8.66  2.76  -10.39
H  -9.01  4.19  -12.00
H  -9.42  4.79  -10.39
H  -7.21  5.13  -9.76
H  -7.20  5.68  -11.40
H  -5.30  3.81  -10.61
H  -6.24  3.62  -12.21
H  -8.85  2.85  -9.31
H  -9.37  2.04  -10.79

No. 2
The following is a DFT calculation (the ωB97M-V functional and the def2-TZVPD basis) of a 2-piece molecular cluster, C33H58ClINO9P2 overall at a distorted geometry.

The net charge is +1. As for the HOMO energy: -11.28 eV. As for the calculated total energy: -94274.534 eV. As for the HOMO-LUMO gap: 8.858 eV.

Geometry (Å):
C  -0.85  2.13  1.10
C  -0.59  0.89  0.21
C  -1.20  1.02  -1.19
I  -0.52  2.92  -2.02
C  -1.08  -0.24  -2.08
C  -1.09  -0.11  -3.65
C  -2.06  0.88  -4.32
C  -3.42  0.76  -3.64
C  -4.05  1.83  -3.00
C  -5.27  1.59  -2.37
C  -5.87  0.34  -2.35
C  -7.17  0.07  -1.63
C  -5.24  -0.73  -3.01
C  -4.03  -0.50  -3.63
C  0.44  -0.07  -3.98
C  1.01  1.11  -4.73
O  2.10  0.68  -5.58
C  2.39  1.64  -6.54
C  3.22  2.84  -6.15
O  1.98  1.48  -7.65
N  1.23  -0.69  -2.84
C  2.32  -1.63  -3.31
C  1.94  -3.09  -3.60
C  3.20  -3.98  -3.42
C  3.63  -4.16  -1.97
O  2.72  -5.02  -1.26
C  3.07  -4.94  0.07
O  3.91  -5.62  0.56
P  2.18  0.60  -1.85
C  3.67  1.09  -2.82
O  2.80  -0.15  -0.53
C  0.11  -1.25  -2.00
C  0.41  -2.06  -0.73
C  -0.44  -3.33  -0.62
C  -1.95  -3.08  -0.71
Cl  -0.13  -4.15  0.95
H  -1.03  1.78  2.11
H  0.00  2.81  1.07
H  -1.75  2.63  0.74
H  0.47  0.65  0.21
H  -1.11  0.04  0.68
H  -2.26  1.18  -1.04
H  -2.01  -0.77  -1.89
H  -1.38  -1.06  -4.10
H  -1.71  1.91  -4.39
H  -2.23  0.53  -5.35
H  -3.58  2.80  -3.00
H  -5.78  2.39  -1.85
H  -6.94  -0.35  -0.64
H  -7.79  0.95  -1.49
H  -7.73  -0.71  -2.15
H  -5.66  -1.73  -3.02
H  -3.54  -1.34  -4.12
H  0.55  -0.86  -4.74
H  1.37  1.94  -4.12
H  0.26  1.53  -5.40
H  2.58  3.59  -5.68
H  3.98  2.51  -5.44
H  3.72  3.23  -7.03
H  3.18  -1.64  -2.65
H  2.69  -1.22  -4.25
H  1.17  -3.51  -2.96
H  1.68  -3.17  -4.66
H  4.03  -3.62  -4.02
H  2.88  -4.98  -3.74
H  3.69  -3.21  -1.42
H  4.63  -4.60  -1.92
H  2.57  -4.19  0.69
H  3.55  2.16  -3.02
H  4.56  0.98  -2.20
H  3.81  0.58  -3.77
H  3.75  -0.34  -0.64
H  -0.32  -2.03  -2.64
H  1.45  -2.42  -0.82
H  0.37  -1.52  0.21
H  -0.17  -4.05  -1.39
H  -2.26  -3.06  -1.76
H  -2.21  -2.12  -0.28
H  -2.53  -3.85  -0.21
O  -1.53  2.23  7.60
P  -0.26  1.80  6.97
O  0.91  2.22  8.03
C  0.71  2.13  9.44
C  0.97  0.73  9.97
O  -0.05  2.92  5.80
C  -1.10  3.81  5.43
C  -0.98  5.13  6.16
O  0.62  0.77  6.08
C  1.63  -0.11  6.57
C  1.07  -1.44  7.01
H  -0.30  2.45  9.71
H  1.40  2.83  9.89
H  0.28  0.01  9.53
H  0.85  0.71  11.05
H  1.99  0.41  9.74
H  -2.07  3.35  5.59
H  -1.00  3.98  4.35
H  -0.95  4.97  7.24
H  -1.82  5.78  5.92
H  -0.05  5.63  5.89
H  2.23  0.36  7.34
H  2.31  -0.27  5.73
H  0.27  -1.31  7.74
H  1.85  -2.06  7.46
H  0.65  -1.98  6.16

Q: Among the records above, which one has the highest net charge?
A: C33H58ClINO9P2

Q: Which value of HOMO does entry 1 give?
A: -3.87 eV